69
Properties=species:S:1:pos:R:3:lowdin_charge:R:1 method="wB97M-V/def2-TZVPD" e_homo_ev=-11.82 lumo_energy_ev=-3.992 orbital_gap_ev=7.8 molar_mass_da=695.51 charge=+1
C -2.81418 0.48958 2.14891 -0.163
C -4.04492 1.22130 1.30406 -0.856
I -5.93851 1.27322 2.39900 0.820
C -4.11098 0.45582 -0.15590 -0.424
S -2.76525 1.29435 -1.22151 0.987
H -2.81162 -0.67994 1.95126 0.103
H -1.81069 0.91043 1.66038 0.072
H -2.90482 0.73936 3.29075 0.095
H -3.69652 2.33671 1.13372 0.068
H -3.79500 -0.69012 -0.04694 0.123
H -5.17356 0.49640 -0.66153 0.112
H -2.11782 2.24346 -0.36761 0.017
H -1.78159 0.29106 -1.47899 0.026
C -1.94848 7.46820 -1.29704 -0.057
C -0.90359 6.56057 -1.47750 -0.061
C -0.57259 5.66319 -0.46038 -0.011
C -1.30092 5.68045 0.73712 -0.155
C -2.34535 6.59573 0.92391 0.004
C -2.66529 7.49021 -0.09942 -0.053
N -0.97442 4.72259 1.80031 -0.314
O -0.03139 3.94156 1.60438 0.030
O -1.66267 4.74683 2.83073 0.075
H -2.20654 8.16219 -2.09516 0.116
H -0.34861 6.55052 -2.41315 0.114
H 0.24434 4.96206 -0.61657 0.117
H -2.91560 6.62337 1.85008 0.123
H -3.47636 8.20254 0.03475 0.116
C 1.22505 1.31553 2.34158 -0.088
C 2.26994 0.40791 2.16113 -0.065
C 2.60094 -0.48948 3.17825 0.005
C 1.87262 -0.47222 4.37575 -0.137
C 0.82818 0.44306 4.56253 0.004
C 0.50824 1.33755 3.53921 -0.083
N 2.19911 -1.43008 5.43894 -0.324
O 3.14214 -2.21111 5.24301 0.065
O 1.51086 -1.40584 6.46936 0.067
H 0.96699 2.00952 1.54347 0.074
H 2.82493 0.39785 1.22547 0.097
H 3.41787 -1.19061 3.02206 0.113
H 0.25793 0.47070 5.48871 0.120
H -0.30283 2.04987 3.67338 0.093
C 6.01729 -5.93103 0.60133 -0.061
C 4.85931 -6.29658 -0.08685 -0.059
C 3.87275 -5.34478 -0.35176 0.001
C 4.05910 -4.02270 0.07504 -0.144
C 5.21716 -3.65470 0.77285 0.002
C 6.19550 -4.61600 1.03440 -0.057
N 3.03726 -3.01192 -0.22268 -0.314
O 2.01831 -3.38090 -0.82542 0.044
O 3.25362 -1.84728 0.14179 0.043
H 6.78628 -6.67544 0.80061 0.113
H 4.72699 -7.32379 -0.41984 0.112
H 2.97608 -5.64555 -0.88923 0.118
H 5.37245 -2.63337 1.11420 0.118
H 7.09939 -4.33955 1.57273 0.113
C -1.03058 -2.83862 -3.03706 -0.086
C -0.44047 -1.83146 -3.80227 -0.084
C -0.92991 -1.54401 -5.07789 -0.003
C -2.01868 -2.27163 -5.57780 -0.140
C -2.60809 -3.28845 -4.81482 0.005
C -2.10806 -3.56874 -3.54161 -0.066
N -2.55402 -1.95704 -6.90781 -0.324
O -1.99320 -1.06350 -7.55956 0.069
O -3.53815 -2.59964 -7.30098 0.074
H -0.64904 -3.05532 -2.04073 0.098
H 0.39990 -1.26781 -3.40273 0.107
H -0.45907 -0.75606 -5.66166 0.120
H -3.45043 -3.86430 -5.19246 0.123
H -2.56069 -4.35412 -2.94033 0.111



25
Properties=species:S:1:pos:R:3:lowdin_charge:R:1 method="wB97M-V/def2-TZVPD" e_homo_ev="-3.08 / -3.36" lumo_energy_ev="2.771 / 2.785" spin_multiplicity=8 e_above_lowest_kcal_mol=0.0 orbital_gap_ev="5.8 / 6.1" molar_mass_da=342.34 charge=-1
Gd 0.77084 -0.54379 0.15231 0.784
Cl 0.70478 -2.99488 -0.30293 -0.265
Cl 1.69517 1.42867 1.49418 -0.237
C 2.16689 0.03844 -1.46965 -0.337
H 2.70016 0.99128 -1.38096 0.014
H 2.75962 -0.73638 -1.97102 0.019
C -0.40523 0.57426 -1.49972 -0.400
C 0.80807 0.29941 -2.27842 -0.535
H -0.21448 1.39302 -0.75105 0.054
C 0.58560 -0.77180 -3.37066 -0.196
H 0.99258 1.25323 -2.81293 0.129
C -0.51730 -0.28733 -4.30892 -0.222
H 1.52383 -0.91184 -3.91545 0.105
H 0.30835 -1.72195 -2.89456 0.081
C -1.83061 -0.05091 -3.55612 -0.212
H -0.19872 0.65346 -4.77826 0.105
H -0.67047 -0.99719 -5.12766 0.095
C -1.63764 0.84370 -2.31492 -0.243
H -2.58206 0.40796 -4.21540 0.095
H -2.26017 -1.02033 -3.26259 0.106
H -1.57706 1.88873 -2.66184 0.099
H -2.53112 0.79891 -1.68024 0.095
O -0.67798 -0.47369 2.20632 -0.209
H -0.32492 0.24123 2.77417 0.008
H -0.99352 -1.18501 2.79671 0.066



34
Properties=species:S:1:pos:R:3:lowdin_charge:R:1 method="wB97M-V/def2-TZVPD" e_homo_ev="-5.76 / -9.70" lumo_energy_ev="0.749 / -1.176" spin_multiplicity=3 e_above_lowest_kcal_mol=0.0 orbital_gap_ev="6.5 / 8.5" molar_mass_da=200.28
C -1.21691 -1.07653 -1.75697 -0.159
C -0.69502 0.27526 -2.26928 -0.182
C -0.44820 -1.53785 -0.47310 -0.120
C 0.00970 0.96611 0.03818 -0.099
C -0.73354 1.41358 -1.27060 -0.528
C -0.41532 -0.36958 0.55092 -0.415
C -0.01404 2.58234 -2.03691 -0.031
C -2.09461 1.94462 -0.88575 -0.041
C 1.58719 -2.54142 1.83010 -0.056
C 1.89674 -1.05431 1.65356 -0.135
N -0.91146 -0.40078 1.73616 0.159
N 2.11557 -0.32090 2.73871 -0.328
O 2.42253 0.91628 2.74647 0.039
O 1.96143 -0.94558 3.94276 0.074
H -2.30314 -0.92217 -1.55021 0.122
H -1.13501 -1.78986 -2.57072 0.106
H 0.33853 0.18393 -2.51426 0.107
H -1.08149 0.61352 -3.19739 0.106
H -1.03992 -2.42472 -0.26186 0.115
H 0.56109 -1.69159 -0.82972 0.105
H 1.08317 0.79120 -0.14265 0.109
H -0.10854 1.62129 0.93651 0.142
H 0.94851 2.22899 -2.13019 0.055
H -0.08559 3.55278 -1.59111 0.077
H -0.58210 2.72800 -2.92333 0.077
H -1.97602 2.95610 -0.75478 0.040
H -2.35306 1.35944 0.03373 0.091
H -2.93017 1.70927 -1.67707 0.128
H 2.50744 -3.20349 1.86289 0.102
H 1.04718 -2.82051 0.91509 0.051
H 1.02448 -2.58918 2.70564 0.044
H 1.90371 -0.62605 0.62910 0.102
H -1.22373 -1.32061 1.99467 0.048
H 1.94060 -0.20756 4.52144 0.098



37
Properties=species:S:1:pos:R:3:lowdin_charge:R:1 method="wB97M-V/def2-TZVPD" e_homo_ev="-14.37 / -15.07" lumo_energy_ev="-7.212 / -9.630" spin_multiplicity=3 orbital_gap_ev="7.2 / 5.4" molar_mass_da=666.64 charge=+2
Au 0.82817 0.27130 1.86656 0.903
Se 3.39806 -1.72744 0.33872 0.818
Se 2.79128 -1.56766 -1.93514 0.935
C 0.96695 -1.85342 -1.77021 -0.662
C 0.05539 -1.77974 -2.82442 -0.008
C -1.32715 -2.08320 -2.74725 0.001
C -2.16454 -2.14834 -1.66420 0.067
C -1.86319 -1.69153 -0.28135 -0.102
N -0.47254 -1.31290 -0.08900 -0.072
C 3.72208 0.10636 0.83469 -0.635
C 4.98402 0.61785 0.59031 -0.073
C 5.32290 1.87828 1.07034 0.003
C 4.38527 2.57694 1.80340 0.000
C 3.14249 2.00470 2.01848 -0.103
N 2.80275 0.79472 1.54458 -0.148
H 0.46741 -1.57838 -3.80684 0.133
H -1.79089 -2.27662 -3.70860 0.137
H -3.18106 -2.47900 -1.84446 0.145
H -2.27775 -2.34509 0.48655 0.179
H 5.70087 0.02415 0.04202 0.115
H 6.30602 2.28791 0.88216 0.135
H 4.59478 3.55322 2.21617 0.132
H 2.38840 2.52454 2.59087 0.115
Cl -5.56576 1.63899 -1.34324 0.779
C -4.28809 0.99875 -0.39887 -0.644
C -4.46497 1.03383 1.04898 -0.006
C -3.50398 0.63959 1.90459 0.040
C -2.22944 0.20314 1.40266 -0.266
O -1.27257 0.08091 2.18503 -0.071
C -2.11142 -0.09557 -0.10386 -0.226
C -0.67592 -0.00934 -0.55681 -0.011
O 0.56030 -2.16661 -0.54602 -0.095
C -3.18655 0.48541 -0.95117 -0.032
H -5.40191 1.42786 1.42245 0.129
H -3.61519 0.72804 2.97643 0.141
H 0.04449 0.79276 -0.62795 0.120
H -3.06870 0.44560 -2.02559 0.130



71
Properties=species:S:1:pos:R:3:lowdin_charge:R:1 method="wB97M-V/def2-TZVPD" e_homo_ev="-9.87 / -9.87" lumo_energy_ev="-3.793 / -4.135" spin_multiplicity=2 e_above_lowest_kcal_mol=99.3 orbital_gap_ev="6.1 / 5.7" molar_mass_da=804.84 charge=+1
Ir 0.35518 0.67829 -0.48181 1.273
O -3.91758 1.04442 3.24131 0.078
C -4.26641 -0.16596 2.81469 -0.259
C -5.43017 -0.70992 3.38363 0.020
C -5.84780 -2.00204 3.07348 -0.065
C -5.17593 -2.74433 2.13456 -0.076
C -4.08118 -2.16421 1.42630 -0.113
C -3.53587 -0.90431 1.86604 -0.056
C -2.31369 -0.40019 1.25328 -0.345
O -1.65974 -1.05737 0.34378 -0.203
N -1.85277 0.74387 1.73098 0.053
N -0.68263 1.18842 1.21139 -0.151
C -0.16514 2.20698 1.82344 -0.036
C 1.13005 2.65555 1.37300 -0.242
C 1.88143 3.63144 2.00699 0.011
C 3.17054 3.87427 1.56759 -0.026
C 3.67796 3.11679 0.52298 -0.016
C 2.87514 2.16954 -0.08336 -0.089
N 1.61206 1.96600 0.31058 -0.085
H -3.06725 1.27658 2.79321 0.067
H -5.95897 -0.10746 4.10903 0.122
H -6.70264 -2.42123 3.58791 0.115
H -5.51261 -3.73712 1.86641 0.117
H -3.36175 -2.88053 1.05318 0.092
H -0.66157 2.64472 2.68055 0.144
H 1.45613 4.17203 2.84090 0.128
H 3.77925 4.62870 2.04609 0.122
H 4.68959 3.25271 0.16969 0.122
H 3.22279 1.55418 -0.89794 0.113
O 0.62086 -1.62946 -3.82142 -0.213
S -0.65785 -1.05953 -3.59752 0.678
O -1.02015 0.23820 -4.05297 -0.233
O -0.96551 -1.06801 -1.93292 -0.425
C -1.88673 -2.22575 -4.02429 -0.273
C -2.14412 -2.57490 -5.34412 -0.018
C -3.11211 -3.53457 -5.57070 -0.041
C -3.78904 -4.12046 -4.49942 -0.038
C -3.50861 -3.75288 -3.19590 -0.050
C -2.53513 -2.78593 -2.95180 -0.281
P -2.11314 -2.06698 -1.31181 0.973
C -1.34168 -3.52430 -0.53973 -0.215
C -1.10393 -3.68756 0.82952 -0.063
C -0.42444 -4.79715 1.29922 -0.049
C 0.06841 -5.74688 0.41586 -0.050
C -0.11756 -5.57621 -0.94509 -0.050
C -0.82224 -4.48145 -1.41990 -0.053
C -3.71332 -1.24506 -1.16393 -0.251
C -4.81542 -1.80619 -0.43214 -0.127
C -5.98885 -0.98747 -0.31846 -0.043
C -6.05002 0.25806 -0.88060 -0.058
C -4.96189 0.76561 -1.60469 -0.035
C -3.79386 0.01322 -1.72788 -0.054
H -1.60455 -2.11328 -6.16022 0.131
H -3.34406 -3.83475 -6.58319 0.117
H -4.54151 -4.87316 -4.69320 0.116
H -4.03555 -4.22622 -2.37584 0.118
H -1.41540 -2.94268 1.54213 0.102
H -0.26541 -4.90795 2.36331 0.115
H 0.60765 -6.60776 0.78817 0.115
H 0.28338 -6.29354 -1.64796 0.116
H -0.94333 -4.38291 -2.48736 0.109
H -5.01275 -2.86864 -0.58302 0.131
H -6.81939 -1.36541 0.26433 0.118
H -6.94787 0.85139 -0.76976 0.114
H -5.01540 1.74332 -2.06253 0.111
H -2.95264 0.43791 -2.26345 0.105
C 1.75571 1.52790 -2.98960 -0.192
O 1.13322 0.53643 -2.20598 -0.509
H 2.73980 1.17886 -3.31627 0.091
H 1.86995 2.48002 -2.46431 0.065
H 1.14394 1.70296 -3.87635 0.079



9
Properties=species:S:1:pos:R:3:lowdin_charge:R:1 method="wB97M-V/def2-TZVPD" e_homo_ev=-8.51 lumo_energy_ev=-1.386 e_above_lowest_kcal_mol=48.3 orbital_gap_ev=7.1 molar_mass_da=101.13 smiles="[H]/N=C/C(=O)C=S"
H -1.69947 -1.88021 0.09616 0.064
N -0.87357 -1.31127 -0.07471 0.083
C -1.02214 -0.13790 0.38013 -0.174
C 0.08277 0.79158 0.05234 -0.503
O -0.24216 1.90655 -0.18309 0.115
C 1.50098 0.29400 -0.16978 -0.571
S 1.97435 -1.21228 -0.53757 0.733
H -2.01562 0.33475 0.64482 0.141
H 2.29486 1.21477 -0.20829 0.114